[1]
19
Properties=species:S:1:pos:R:3:forces:R:3 method="wB97M-V/def2-TZVPD" molar_mass_g_mol=121.14 e_tot_ha=-439.4288 e_homo_ev=-9.50 smiles=C[C@@H](O)NO[C@@H](C)O
C -0.4055 1.5083 -0.5442 -0.30 0.52 0.39
C 0.3033 -1.4929 0.3274 -0.44 -0.16 -0.37
C -0.8331 2.1366 0.7834 0.15 -0.24 -0.39
C 0.7397 -1.9516 -1.0584 0.08 0.24 0.35
N -0.8880 -0.6494 0.3644 -0.10 0.30 -0.01
O -0.9967 0.2419 -0.7591 -0.06 -0.79 0.04
O 0.9746 1.4830 -0.7001 0.38 -0.18 -0.04
O 1.3723 -0.7796 0.9100 0.52 0.06 -0.01
H 1.3450 0.7960 -0.1123 -0.10 0.24 -0.03
H 1.1108 -0.4982 1.7940 -0.10 -0.04 0.00
H -1.7306 -1.2103 0.2919 0.12 0.03 -0.06
H -0.7941 2.0959 -1.3856 0.06 -0.12 0.16
H 0.0621 -2.3631 0.9586 -0.09 0.17 -0.11
H -1.9169 2.1937 0.8296 -0.12 0.01 0.07
H -0.4110 3.1344 0.8519 0.03 0.09 0.00
H -0.4734 1.5359 1.6142 -0.01 0.03 0.08
H -0.0360 -2.5717 -1.5021 -0.02 -0.02 -0.05
H 1.6607 -2.5233 -0.9696 0.01 -0.07 -0.03
H 0.9169 -1.0856 -1.6940 -0.01 -0.06 -0.01


[2]
24
Properties=species:S:1:pos:R:3:forces:R:3 method="wB97M-V/def2-TZVPD" molar_mass_g_mol=140.21 e_tot_ha=-442.8949 e_homo_ev=-12.14 charge=+1
C -0.0601 2.9218 0.3960 0.37 4.39 1.25
C 1.1994 -0.7493 -1.1050 -2.04 1.74 -0.04
C 0.1804 -0.0038 -1.7790 0.54 1.75 0.88
C 2.0089 -0.1348 -0.1911 1.33 -0.51 1.28
C -0.1706 1.2744 -1.2936 1.14 -2.45 -0.51
C 1.6266 1.1375 0.2824 4.58 -0.04 2.90
C 0.5278 1.7205 -0.1214 -3.61 1.03 -3.21
O 0.8497 -2.0542 -1.0169 1.88 -5.17 -3.70
H 1.0765 -2.6890 -1.9080 -0.65 2.79 3.51
H -0.2749 -0.5113 -2.6119 -0.47 0.12 -0.20
H 2.8648 -0.6447 0.3386 -1.19 0.33 -0.80
H -0.9240 1.8909 -1.7951 0.21 -0.28 0.40
H 2.2953 1.7205 1.1070 -1.69 -1.77 -1.95
H -1.1312 2.9827 0.3938 -0.74 -0.75 0.13
H 0.1181 3.8221 -0.3226 0.37 -1.27 1.40
H 0.2489 3.1768 1.4552 -0.06 -0.06 -1.32
C -1.0765 -1.7666 1.7209 1.22 -4.65 -0.50
N -1.5437 -1.6820 0.2816 2.94 2.69 1.45
H -1.0875 -0.7315 0.0064 -0.91 -1.97 -0.93
H -1.2739 -2.4732 -0.2688 1.09 -0.22 -0.58
H -2.5132 -1.6412 0.1997 -2.25 0.55 0.16
H 0.0402 -2.0947 1.8248 -2.14 0.90 -0.66
H -1.6898 -2.5599 2.1790 0.43 0.21 -0.01
H -1.2912 -0.9109 2.2276 -0.37 2.65 1.05


[3]
16
Properties=species:S:1:pos:R:3:forces:R:3 method="wB97M-V/def2-TZVPD" molar_mass_g_mol=126.25 e_tot_ha=-991.8989 e_homo_ev=-9.33 smiles=CCCSS.O
C 0.0583 0.7115 1.0015 -0.13 -0.28 0.69
C -0.3351 2.1339 0.6869 0.13 1.23 -0.12
C 1.0501 0.1127 0.0185 -0.26 -0.74 0.00
S 1.6268 -1.4679 0.7448 0.20 -0.41 0.15
S 0.5896 -3.0673 -0.1517 0.80 1.09 0.00
H 0.4717 0.6806 2.0142 0.23 -0.02 -0.11
H -0.7635 -0.0219 1.0772 -0.13 0.57 -0.25
H 0.3661 2.8899 1.0731 0.56 -0.57 -0.29
H -1.2172 2.5349 1.1876 -0.55 -0.69 -0.31
H -0.3770 2.2938 -0.3960 -0.37 0.09 0.16
H 0.5881 -0.1644 -0.9315 -0.05 0.27 -0.03
H 1.9162 0.7450 -0.2044 -0.04 -0.16 0.23
H 1.5767 -3.1858 -1.0597 -0.41 -0.39 -0.15
H -2.0948 -0.7054 -1.5100 -0.38 0.94 0.23
H -1.3884 -1.9926 -1.5198 -0.51 0.00 -0.66
O -2.0676 -1.4972 -2.0308 0.92 -0.93 0.45